Model w:
Here is the molecule C5H6N2 from the Open Molecules 2025 dataset. Energies are from the ωB97M-V functional and the def2-TZVPD basis.

The geometry in XYZ format:
```
13
Properties=species:S:1:pos:R:3
N 2.25 -1.20 1.70
C 1.61 -0.37 1.21
C 0.80 0.65 0.53
C 0.38 0.15 -0.88
C -1.41 0.39 0.53
C -0.97 -0.52 -0.60
N -0.49 0.94 1.20
H 1.39 1.58 0.52
H 1.06 -0.53 -1.35
H 0.29 1.07 -1.49
H -2.45 0.63 0.68
H -1.64 -0.57 -1.47
H -0.95 -1.56 -0.19
```

Summary:
**HOMO-LUMO gap**: 11.26 eV
**LUMO level**: 0.77 eV
**Total charge**: 0

Model x:
Here is the molecule C5H6N2 from the Open Molecules 2025 dataset. Energies are from the ωB97M-V functional and the def2-TZVPD basis.

The geometry in XYZ format:
```
13
Properties=species:S:1:pos:R:3
C 1.00 0.81 -0.02
C -0.02 1.61 0.36
C 0.44 -1.56 -0.45
C 0.95 -0.54 0.40
C -1.24 0.94 0.52
N -0.92 -1.01 -0.79
N -1.51 -0.09 -0.28
H 1.85 0.95 -0.79
H -0.12 2.60 0.35
H 0.84 -1.52 -1.39
H 0.52 -2.65 -0.04
H 0.43 -0.75 1.30
H -2.21 1.21 0.83
```

Summary:
**HOMO-LUMO gap (alpha / beta)**: 8.15 / 8.15 eV
**LUMO level (alpha / beta)**: -0.32 / -0.32 eV
**Total charge**: 0

Model y:
Here is a structure of composition C5H6N2 from the Open Molecules 2025 dataset. Energies are from the ωB97M-V functional and the def2-TZVPD basis.

The geometry in XYZ format:
```
13
Properties=species:S:1:pos:R:3
C 0.71 1.11 -0.79
C 1.91 0.65 0.06
C 0.30 -0.24 0.95
N -0.33 -1.26 1.46
C -1.48 -1.31 0.70
C -1.48 -0.36 -0.30
N -0.32 0.34 -0.10
H 0.79 0.80 -1.84
H 0.51 2.18 -0.74
H 2.25 -0.32 -0.35
H 1.31 0.34 1.28
H -2.26 -2.02 0.93
H -2.20 -0.13 -1.07
```

Summary:
**HOMO-LUMO gap**: 8.96 eV
**LUMO level**: 0.19 eV
**Total charge**: 0

Model z:
Here is the molecule C5H6N2 from the Open Molecules 2025 dataset. Energies are from the ωB97M-V functional and the def2-TZVPD basis.

The geometry in XYZ format:
```
13
Properties=species:S:1:pos:R:3
N -1.41 -1.91 0.41
C -0.29 -1.65 -0.03
C 0.76 -1.08 -0.57
C 0.45 0.27 -1.16
C 0.20 1.26 -0.02
C -0.48 0.94 1.21
N 0.76 0.91 1.34
H 1.78 -1.43 -0.41
H -0.43 0.21 -1.82
H 1.27 0.64 -1.77
H 0.30 2.31 -0.30
H -1.56 -1.36 1.26
H -1.35 0.87 1.86
```

Summary:
**HOMO-LUMO gap**: 10.01 eV
**LUMO level**: 1.01 eV
**Total charge**: 0

Relative energy table, unit kcal/mol: model w 0.0; model x 110.6; model y 93.5; model z 64.6

Model w:
Here is a structure of composition C5H6N2 from the Open Molecules 2025 dataset. Energies are from the ωB97M-V functional and the def2-TZVPD basis.

The geometry in XYZ format:
```
13
Properties=species:S:1:pos:R:3
N 1.86 -0.18 1.86
C 1.17 -0.16 0.89
C 1.05 0.39 -0.54
C -0.09 -0.49 -0.99
C -0.33 -1.25 0.28
C -1.05 1.31 0.25
N -0.27 0.92 -0.73
H 1.88 0.74 -1.13
H -0.19 -0.85 -2.01
H -1.33 -1.29 0.69
H 0.12 -2.25 0.28
H -2.07 0.95 0.29
H -0.75 2.16 0.87
```

Summary:
**HOMO-LUMO gap (alpha / beta)**: 8.88 / 6.16 eV
**LUMO level (alpha / beta)**: 0.37 / -1.10 eV
**Total charge**: 0

Model x:
Here is a structure of composition C5H6N2 from the Open Molecules 2025 dataset. Energies are from the ωB97M-V functional and the def2-TZVPD basis.

The geometry in XYZ format:
```
13
Properties=species:S:1:pos:R:3
C -0.24 -1.38 0.59
C 0.40 0.99 0.77
C -0.25 0.01 -0.09
C -1.50 0.33 -0.82
N 1.02 1.65 1.54
C 0.94 0.23 -1.06
N 1.76 0.26 -1.87
H 1.95 2.06 1.46
H -0.93 -1.36 1.43
H -0.59 -2.10 -0.15
H 0.75 -1.67 0.93
H -1.64 1.37 -1.11
H -1.67 -0.38 -1.62
```

Summary:
**HOMO-LUMO gap (alpha / beta)**: 5.50 / 8.25 eV
**LUMO level (alpha / beta)**: -0.84 / 0.11 eV
**Total charge**: 0

Model y:
Here is the molecule C5H6N2 from the Open Molecules 2025 dataset. Energies are from the ωB97M-V functional and the def2-TZVPD basis.

The geometry in XYZ format:
```
13
Properties=species:S:1:pos:R:3
C -1.49 -0.60 0.09
C -1.97 0.73 -0.45
C 0.32 1.00 0.84
N 1.61 1.18 0.70
C 2.04 0.12 -0.06
C 1.01 -0.70 -0.40
N -0.11 -0.14 0.20
H -1.51 -1.46 -0.58
H -1.89 -0.87 1.07
H -1.70 0.72 -1.52
H -0.36 1.64 1.39
H 3.09 0.00 -0.31
H 0.95 -1.62 -0.95
```

Summary:
**HOMO-LUMO gap**: 8.43 eV
**LUMO level**: -0.62 eV
**Total charge**: 0

Relative energy table, unit kcal/mol: model w 38.3; model x 31.6; model y 0.0

Model w:
Here is the molecule C5H6N2 from the Open Molecules 2025 dataset. Energies are from the ωB97M-V functional and the def2-TZVPD basis.

The geometry in XYZ format:
```
13
Properties=species:S:1:pos:R:3
C 2.18 -0.53 0.79
C 1.05 -0.74 0.42
C -0.14 -1.41 -1.53
C -0.90 0.64 -0.25
C -0.25 -0.86 -0.21
N -0.34 -1.93 -2.56
N -0.70 1.63 0.81
H 3.08 -0.42 1.17
H -0.59 1.20 -1.18
H -1.90 0.53 -0.58
H -0.85 -1.37 0.46
H -1.03 1.50 1.76
H 0.40 1.76 0.88
```

Summary:
**HOMO-LUMO gap**: 10.65 eV
**LUMO level**: 0.72 eV
**Total charge**: 0

Model x:
Here is a structure of composition C5H6N2 from the Open Molecules 2025 dataset. Energies are from the ωB97M-V functional and the def2-TZVPD basis.

The geometry in XYZ format:
```
13
Properties=species:S:1:pos:R:3
C -3.02 -0.03 -0.03
C 0.34 1.17 0.02
C -0.98 1.32 0.02
C 0.69 -0.32 -0.21
C -0.49 -1.12 0.23
N -4.14 -0.30 -0.19
N -1.81 0.25 0.31
H 0.89 2.05 -0.19
H -1.56 2.29 -0.09
H 1.02 -0.27 -1.20
H 1.53 -0.59 0.43
H -0.96 -1.71 -0.59
H -0.39 -1.53 1.29
```

Summary:
**HOMO-LUMO gap**: 9.11 eV
**LUMO level**: 0.56 eV
**Total charge**: 0

Relative energy table, unit kcal/mol: model w 7.9; model x 0.0

Model w:
Here is the molecule C5H6N2 from the Open Molecules 2025 dataset. Energies are from the ωB97M-V functional and the def2-TZVPD basis.

The geometry in XYZ format:
```
13
Properties=species:S:1:pos:R:3
N -0.56 1.89 1.08
C -0.90 1.51 -0.02
C -0.84 0.53 -0.93
C 0.60 0.05 -1.13
C 0.69 -0.92 0.04
C 0.08 -0.62 1.34
N -0.73 -1.16 0.48
H -1.67 0.22 -1.54
H 1.33 0.86 -1.12
H 0.71 -0.50 -2.07
H 1.34 -1.79 -0.07
H -0.31 0.83 1.57
H 0.24 -0.90 2.37
```

Summary:
**HOMO-LUMO gap**: 9.42 eV
**LUMO level**: 0.25 eV
**Total charge**: 0

Model x:
Here is the molecule C5H6N2 from the Open Molecules 2025 dataset. Energies are from the ωB97M-V functional and the def2-TZVPD basis.

The geometry in XYZ format:
```
13
Properties=species:S:1:pos:R:3
C -2.36 -0.31 -0.45
C -1.36 -0.27 0.44
C 0.00 -0.14 0.11
C 2.16 0.01 -0.23
C 1.03 0.95 0.06
H -3.38 -0.26 -0.09
H -2.29 -0.37 -1.49
H -1.64 -0.20 1.54
H 3.24 0.21 -0.42
H 1.25 1.26 1.14
H 0.94 1.75 -0.68
N 0.55 -1.36 0.19
N 1.89 -1.27 -0.11
```

Summary:
**HOMO-LUMO gap**: 9.75 eV
**LUMO level**: 0.18 eV
**Total charge**: 0

Model y:
Here is the molecule C5H6N2 from the Open Molecules 2025 dataset. Energies are from the ωB97M-V functional and the def2-TZVPD basis.

The geometry in XYZ format:
```
13
Properties=species:S:1:pos:R:3
N 2.72 -1.07 1.28
C 1.90 -0.38 0.84
C 0.95 0.52 0.32
C 0.44 0.56 -1.11
C -0.96 0.36 -0.54
C -1.16 -0.87 0.29
N -0.46 0.32 0.85
H -0.23 1.12 1.45
H 0.78 -0.22 -1.79
H 0.55 1.54 -1.59
H -1.84 0.95 -0.79
H -0.51 -1.74 0.16
H -2.17 -1.08 0.63
```

Summary:
**HOMO-LUMO gap**: 7.99 eV
**LUMO level**: 0.59 eV
**Total charge**: 0

Model z:
Here is the molecule C5H6N2 from the Open Molecules 2025 dataset. Energies are from the ωB97M-V functional and the def2-TZVPD basis.

The geometry in XYZ format:
```
13
Properties=species:S:1:pos:R:3
N 1.59 -0.65 2.30
C 0.95 -0.88 1.35
C 1.05 0.59 -0.80
C 0.00 -0.44 -0.81
C 0.04 -1.43 0.31
C -1.10 1.68 0.10
N -0.20 0.95 -0.45
H 1.61 1.04 -1.59
H -0.53 -0.75 -1.70
H -0.98 -1.69 0.67
H 0.49 -2.37 -0.05
H -2.03 1.25 0.42
H -0.88 2.71 0.24
```

Summary:
**HOMO-LUMO gap**: 8.50 eV
**LUMO level**: 0.76 eV
**Total charge**: 0

Relative energy table, unit kcal/mol: model w 51.2; model x 0.0; model y 49.0; model z 27.4